Entry 1:
The following is a DFT calculation (wB97M-V/def2-TZVPD) of a cluster of 2 separate species, C3H11NO in total in a non-equilibrium geometry.

Geometry as XYZ:
```
16
Properties=species:S:1:pos:R:3:lowdin_charge:R:1
C -1.132 0.485 1.953 -0.0869
C -0.630 -0.705 0.979 -0.3049
N -0.948 -0.491 -0.467 -0.1349
C -0.633 -1.588 -1.519 -0.0657
H -0.893 0.281 3.039 0.0752
H -0.535 1.400 1.736 0.0589
H -2.174 0.679 1.710 0.0491
H 0.454 -0.776 0.916 0.0769
H -0.762 -1.744 1.444 0.1050
H -1.942 -0.201 -0.564 0.0911
H -0.155 -2.434 -1.022 0.0767
H 0.010 -1.142 -2.254 0.0642
H -1.448 -1.901 -1.941 -0.0013
O 2.851 2.045 -0.933 -0.0376
H 2.347 2.476 -0.294 -0.0100
H 3.294 1.292 -0.510 0.0443
```

Results
LUMO level (Ha): 0.0333
Energy above the lowest of the compared OMol25 structures with the same formula, charge and spin (kcal per mole): 42.71
Orbital gap (eV): 9.4
Calculated total energy (a.u.): -250.82858
M (g mol⁻¹): 77.13

Entry 2:
The following is a DFT calculation (wB97M-V/def2-TZVPD) of a structure of composition C19H10Cl5F9NO4OsSSb in a non-equilibrium geometry.

Geometry as XYZ:
```
51
Properties=species:S:1:pos:R:3:mulliken_spin:R:1
Os 0.307 0.058 0.013 0.8795
Cl -4.438 -2.057 4.798 0.0433
C -3.490 -1.799 3.413 0.1515
C -2.196 -1.290 3.558 -0.0354
Cl -1.534 -0.946 5.092 -0.0054
C -1.457 -1.067 2.416 0.0657
Cl 0.159 -0.475 2.483 0.0377
C -1.954 -1.340 1.138 0.0939
O -1.241 -1.080 0.068 0.2383
C -3.244 -1.890 1.005 0.0846
Cl -3.834 -2.213 -0.558 0.0231
C -4.009 -2.102 2.141 -0.0458
Cl -5.591 -2.724 1.992 -0.0078
F -0.707 1.692 0.644 0.0188
Sb -2.510 2.656 1.230 0.0019
F -2.175 1.722 2.824 0.0014
F -3.300 1.080 0.550 0.0056
F -4.100 3.436 1.765 0.0000
F -2.502 3.326 -0.521 0.0003
F -1.347 4.005 1.757 0.0005
C -3.354 -0.061 -3.927 -0.0932
C -2.389 -1.013 -4.262 0.0328
C -1.175 -1.021 -3.615 -0.0779
C -0.937 -0.075 -2.598 -0.0629
C -1.907 0.878 -2.266 -0.0440
C -3.109 0.887 -2.939 0.0287
N 0.260 -0.119 -1.887 -0.2078
C 1.415 -0.377 -2.653 0.0067
C 2.361 -1.310 -2.221 -0.0395
C 3.498 -1.520 -2.976 0.0135
C 3.699 -0.796 -4.147 -0.0604
C 2.753 0.127 -4.579 0.0303
C 1.601 0.333 -3.848 -0.0723
H -4.302 -0.059 -4.447 -0.0026
H -2.598 -1.749 -5.025 -0.0005
H -0.426 -1.768 -3.838 -0.0004
H -1.683 1.644 -1.544 -0.0087
H -3.848 1.638 -2.698 -0.0005
H 2.184 -1.898 -1.331 -0.0043
H 4.227 -2.250 -2.656 -0.0002
H 4.597 -0.954 -4.727 -0.0022
H 2.921 0.694 -5.485 -0.0004
H 0.872 1.071 -4.154 -0.0013
F 2.311 1.466 2.734 0.0005
C 3.389 1.549 1.954 0.0024
F 4.418 0.986 2.559 0.0002
F 3.645 2.812 1.683 0.0002
S 3.050 0.663 0.368 -0.0023
O 2.485 -0.662 0.705 0.0106
O 4.223 0.760 -0.415 0.0006
O 1.855 1.406 -0.181 0.0033
```

Results
LUMO level (alpha / beta) (Ha): -0.2344 / -0.2437
2S+1: 2
Energy above the lowest of the compared OMol25 structures with the same formula, charge and spin (kcal per mole): 10.64
Orbital gap (alpha / beta) (eV): 5.9 / 5.6
Calculated total energy (a.u.): -5014.41796
Charge: +1
M (g mol⁻¹): 1008.60

Q: Which formula does entry 1 have?
A: C3H11NO